Computed, not measured: C3H9NS2 in the gas phase, with the ωB97M-V functional and the def2-TZVPD basis.

The geometry in XYZ format:
```
15
Properties=species:S:1:pos:R:3:lowdin_charge:R:1
S -2.3949 -1.1038 -0.2823 0.6904
S 2.6947 -0.9370 -0.0526 0.6498
N 0.0644 1.4909 -0.4648 0.0337
C 0.1873 0.3110 0.4337 -0.4463
C 0.8666 -1.0350 -0.1149 -0.5450
C -1.3411 -0.0279 0.7733 -0.5281
H -1.7433 0.9401 0.9289 0.0518
H 0.9139 1.9397 -0.3729 0.0170
H 0.5585 -1.8284 0.6140 0.0851
H 2.8574 0.3649 -0.5893 -0.1164
H -0.1479 1.2457 -1.4806 0.1122
H 0.5493 -1.1526 -1.0918 0.0185
H -2.2768 -0.2901 -1.3708 -0.1409
H -1.4192 -0.4188 1.7099 0.0181
H 0.6310 0.5014 1.3603 0.1001
```

Summary:
**SMILES string**: NC(CS)CS
**F_max**: 0.0971 Eh/bohr
**Orbital gap**: 9.59 eV
**Net charge**: 0
**E_HOMO**: -0.3262 Eh
**Lowest unoccupied orbital energy**: 0.71 eV
**Energy**: -970.7871 Eh